1.
135
Properties=species:S:1:pos:R:3:mulliken_charge:R:1 method="wB97M-V/def2-TZVPD" total_charge=+1 homo_lumo_gap_ev=4.4 de_lowest_ev=0.000
Zn -0.41 3.04 2.49 0.54
C -0.11 0.43 1.11 -0.64
O 1.25 0.77 0.72 0.18
O -0.81 1.52 1.43 -0.13
C -0.75 -0.33 -0.07 0.41
F -1.14 0.47 -1.07 0.05
F 0.05 -1.24 -0.64 -0.24
F -1.83 -0.99 0.38 0.17
C 2.20 -0.31 0.68 -0.18
C 2.89 -0.24 -0.66 -1.58
H 3.37 0.72 -0.88 0.27
H 3.76 -0.91 -0.58 0.54
H 2.32 -0.51 -1.54 0.25
H 1.79 -1.31 0.81 0.06
H 2.96 -0.15 1.46 0.56
H 0.03 -0.27 1.95 0.39
C -1.59 -3.86 0.80 -1.23
C -2.89 -4.04 1.56 2.39
C -4.07 -4.48 0.74 -1.42
O -4.29 -3.62 -0.35 0.00
C -4.87 -4.23 -1.47 -0.92
N -2.61 -5.05 2.64 -0.84
H -1.07 -4.81 0.68 0.60
H -0.90 -3.20 1.33 0.17
H -1.79 -3.32 -0.13 -0.08
H -3.14 -3.17 2.18 -1.03
H -4.94 -4.46 1.41 0.32
H -3.94 -5.51 0.38 0.52
H -4.29 -5.09 -1.83 0.34
H -5.04 -3.52 -2.27 0.20
H -5.86 -4.64 -1.22 0.35
H -2.14 -4.56 3.38 0.28
H -3.45 -5.48 3.01 0.28
C 5.78 2.30 1.63 -1.37
C 7.27 2.30 1.38 0.37
C 7.63 2.09 -0.08 -0.84
O 9.03 1.94 -0.14 -0.32
C 9.55 2.24 -1.43 -0.69
N 7.81 3.57 1.90 -0.77
H 5.27 2.93 0.89 0.30
H 5.52 2.79 2.58 0.43
H 5.33 1.31 1.76 0.33
H 7.77 1.58 2.04 0.38
H 7.25 2.92 -0.69 0.41
H 7.18 1.18 -0.51 0.37
H 9.31 1.44 -2.14 0.28
H 10.63 2.29 -1.43 0.25
H 9.02 3.15 -1.74 0.32
H 7.53 4.38 1.35 0.24
H 8.81 3.52 1.76 0.30
C 2.79 -3.51 -2.55 -1.42
C 2.11 -4.21 -1.40 1.82
C 1.44 -5.53 -1.82 -0.86
O 0.73 -5.50 -3.03 -0.42
C -0.36 -4.65 -3.05 -0.38
N 3.01 -4.34 -0.27 -0.63
H 3.58 -4.11 -3.01 0.42
H 3.28 -2.58 -2.26 0.30
H 2.14 -3.12 -3.34 0.26
H 1.22 -3.67 -1.07 -0.71
H 0.77 -5.90 -1.03 0.32
H 2.19 -6.33 -1.89 0.35
H -0.13 -3.57 -3.08 0.06
H -0.99 -4.71 -2.15 0.10
H -0.97 -4.82 -3.94 0.38
H 3.76 -5.00 -0.43 0.27
H 2.52 -4.57 0.58 0.23
C -4.09 -0.51 -1.96 -1.20
C -4.37 0.60 -0.94 3.20
C -4.29 1.99 -1.57 -0.25
O -4.32 3.06 -0.63 -0.40
C -3.42 4.09 -1.00 -0.50
N -5.68 0.44 -0.27 -0.64
H -4.95 -1.13 -2.23 0.38
H -3.35 -1.20 -1.56 0.12
H -3.63 -0.14 -2.89 0.21
H -3.63 0.50 -0.14 -2.43
H -5.20 2.09 -2.18 0.19
H -3.40 2.03 -2.20 0.05
H -3.57 4.28 -2.07 0.33
H -2.37 3.87 -0.78 0.04
H -3.59 4.93 -0.32 0.31
H -6.30 0.39 -1.07 0.44
H -5.73 -0.47 0.18 0.18
C -1.15 3.46 -4.02 -1.09
C -0.60 2.28 -4.80 0.30
C 0.92 2.23 -4.79 -0.37
O 1.41 1.22 -5.66 -0.33
C 2.80 1.06 -5.56 -0.71
N -1.28 1.05 -4.45 -0.50
H -0.62 4.39 -4.23 0.52
H -1.26 3.17 -2.97 -0.05
H -2.18 3.62 -4.34 0.31
H -0.81 2.42 -5.87 0.32
H 1.25 2.04 -3.76 0.04
H 1.37 3.17 -5.15 0.34
H 3.02 0.02 -5.82 0.27
H 3.22 1.30 -4.58 0.28
H 3.32 1.65 -6.32 0.28
H -1.26 0.84 -3.46 0.01
H -0.89 0.28 -4.97 0.33
C -2.96 -0.84 3.60 -1.61
C -4.21 -0.27 2.96 1.90
C -5.49 -0.19 3.77 -1.15
O -6.48 0.46 2.97 -0.19
C -7.76 0.26 3.51 -0.82
N -3.92 1.11 2.52 -0.52
H -3.11 -1.88 3.92 0.32
H -2.74 -0.36 4.57 0.51
H -2.06 -0.82 3.00 0.28
H -4.48 -0.84 2.06 -0.45
H -5.28 0.50 4.60 0.34
H -5.87 -1.16 4.10 0.40
H -8.02 -0.80 3.56 0.33
H -8.50 0.71 2.84 0.25
H -7.86 0.70 4.51 0.30
H -3.12 1.01 1.88 -0.39
H -3.32 1.54 3.23 0.24
C 2.27 4.83 3.46 -1.51
C 2.53 3.58 2.62 0.89
C 2.48 2.28 3.35 0.07
O 1.18 1.91 3.71 -0.33
C 1.09 0.69 4.44 -0.74
N 1.43 3.55 1.62 -0.35
H 2.36 5.73 2.85 0.46
H 3.03 4.96 4.22 0.40
H 1.25 4.79 3.86 0.22
H 3.46 3.72 2.08 -0.01
H 3.25 2.24 4.13 0.64
H 2.90 1.45 2.78 -0.33
H 0.04 0.42 4.35 0.11
H 1.27 0.81 5.51 0.30
H 1.72 -0.08 4.00 0.38
H 1.71 3.01 0.80 0.04
H 1.34 4.48 1.21 0.40

2.
23
Properties=species:S:1:pos:R:3:mulliken_charge:R:1 method="wB97M-V/def2-TZVPD" homo_lumo_gap_ev="8.4 / 8.4" de_lowest_ev=5.791
C 0.66 -0.18 -0.87 0.66
C 0.94 4.15 -1.30 0.72
C 2.04 -0.63 -1.11 -1.61
C -1.70 -1.47 1.26 -1.55
C -1.27 -0.12 0.96 0.73
C 0.08 -0.24 0.32 -0.06
N 1.40 -1.59 1.75 -0.68
N -2.05 0.34 -0.14 -0.76
O 1.57 3.70 -0.44 -0.36
O -0.04 0.33 -1.87 -0.60
O 0.40 4.45 -2.27 -0.36
H 2.38 -0.23 -2.06 0.45
H 2.81 -0.44 -0.38 0.37
H 2.08 -1.67 -1.34 0.33
H -0.99 -2.18 1.70 0.36
H -2.62 -1.45 1.72 0.43
H -1.90 -1.86 0.24 0.35
H -1.45 0.58 1.85 0.30
H 2.39 -1.59 1.49 0.16
H 1.43 -1.17 2.66 0.16
H -0.98 0.50 -1.58 0.50
H -2.61 -0.51 -0.53 0.24
H -2.56 1.28 -0.06 0.22

3.
72
Properties=species:S:1:pos:R:3:mulliken_charge:R:1 method="wB97M-V/def2-TZVPD" total_charge=+2 homo_lumo_gap_ev="4.5 / 3.7" multiplicity=6
Ir 1.73 -0.20 0.76 1.11
C -3.27 -4.56 1.49 -0.63
C -3.27 -4.07 2.80 -0.60
C -2.42 -3.01 3.21 -0.64
C -1.64 -2.40 2.19 0.62
C -0.60 -1.44 2.32 0.14
N 0.16 -1.46 1.16 -0.43
C -0.63 -2.16 0.20 -0.31
N -0.26 -2.31 -1.09 -0.50
C 0.40 -1.37 -1.71 0.22
C 0.29 -1.10 -3.15 0.21
C -0.62 -1.51 -4.11 -0.35
C -0.47 -1.02 -5.45 -0.99
C 0.40 0.03 -5.69 -0.48
C 1.26 0.49 -4.70 -0.37
C 1.17 -0.07 -3.44 0.70
C 1.94 0.21 -2.31 -0.20
N 2.86 1.20 -2.21 -0.54
C 3.29 1.61 -1.01 0.18
N 3.00 1.23 0.26 -0.59
C 3.58 2.08 1.15 -0.07
N 3.40 1.99 2.46 -0.58
C 2.60 1.21 3.14 0.76
N 1.82 0.24 2.69 -0.37
C 0.81 -0.07 3.63 -0.18
N -0.31 -0.71 3.42 -0.62
C 1.25 0.54 4.86 0.54
C 0.82 0.45 6.17 -0.38
C 1.43 1.26 7.20 -0.58
C 2.48 2.17 6.84 -0.52
C 3.04 2.08 5.55 -0.52
C 2.37 1.30 4.60 0.25
C 4.32 3.08 0.43 0.37
C 5.04 4.20 0.75 0.04
C 5.74 5.00 -0.19 -0.91
C 5.67 4.59 -1.50 -0.35
C 4.91 3.51 -1.94 -0.50
C 4.26 2.73 -0.94 0.71
N 1.35 -0.52 -1.23 -0.61
C -1.74 -2.78 0.85 0.64
C -2.61 -3.82 0.50 -0.23
H -3.78 -5.54 1.23 0.38
H -4.00 -4.52 3.41 0.47
H -2.34 -2.67 4.24 0.53
H -1.55 -1.97 -3.75 0.75
H -0.98 -1.53 -6.23 0.57
H 0.54 0.51 -6.65 0.46
H 2.12 1.09 -4.99 0.46
H -0.09 -0.07 6.32 0.49
H 1.04 1.21 8.21 0.41
H 2.92 2.85 7.55 0.43
H 3.89 2.68 5.26 0.50
H 5.07 4.55 1.77 0.44
H 6.31 5.85 0.15 0.43
H 6.14 5.24 -2.28 0.33
H 4.87 3.31 -3.01 0.47
H -2.65 -4.30 -0.48 0.48
C -4.84 -1.05 -4.75 -1.34
C -4.79 -0.96 -3.29 0.89
C -3.63 -0.49 -2.67 -0.13
C -3.62 -0.25 -1.26 -0.67
C -4.71 -0.63 -0.49 -0.35
C -5.78 -1.34 -1.10 -0.39
C -5.86 -1.42 -2.51 -0.57
H -3.98 -1.69 -5.11 0.27
H -4.59 -0.16 -5.32 0.39
H -5.69 -1.50 -5.20 0.40
H -2.84 -0.04 -3.24 0.75
H -2.72 0.22 -0.87 0.46
H -4.65 -0.40 0.58 0.42
H -6.64 -1.78 -0.47 0.40
H -6.73 -1.79 -3.04 0.44

4.
15
Properties=species:S:1:pos:R:3:mulliken_charge:R:1 method="wB97M-V/def2-TZVPD" total_charge=+2 homo_lumo_gap_ev=8.1 de_lowest_ev=2.163
C -1.68 -0.63 0.90 -0.09
C 0.03 -1.99 -0.46 0.07
C 0.23 0.94 0.41 -0.34
C 0.39 0.34 -0.99 -0.88
C -0.74 0.39 1.30 0.09
N 0.72 -1.08 -0.97 0.05
N -1.55 -1.61 0.13 -0.29
H -2.70 -0.51 1.30 0.45
H 0.21 -3.06 -0.42 0.44
H 1.19 0.98 0.98 0.40
H 0.10 2.04 0.34 0.46
H -0.54 0.48 -1.57 0.39
H 1.18 0.87 -1.52 0.45
H -0.83 0.80 2.31 0.45
H 1.59 -1.34 -1.46 0.35

5.
49
Properties=species:S:1:pos:R:3:mulliken_charge:R:1 method="wB97M-V/def2-TZVPD" total_charge=+1 homo_lumo_gap_ev=8.3
O -1.16 -1.23 1.63 -0.54
C -1.12 -0.35 0.87 0.60
N -1.29 0.60 0.15 -0.24
C -1.12 1.84 1.01 -0.91
C -2.47 2.47 1.49 -0.88
C -3.31 3.22 0.39 -0.18
S -4.15 2.02 -0.74 -0.15
O -2.62 4.28 -0.29 -0.39
S -1.19 3.83 -0.96 1.31
O -1.46 3.07 -2.16 -0.61
O -0.47 5.04 -1.25 -0.59
C -0.25 2.96 0.33 0.94
C 1.17 2.40 -0.07 -1.37
C 1.40 2.06 -1.58 -0.73
C 1.83 3.26 -2.49 -0.52
Cl 3.01 4.40 -1.73 -0.19
P 0.10 4.26 1.70 0.37
O 1.10 5.27 1.29 -0.61
H -0.57 1.54 1.93 0.67
H -3.12 1.61 1.82 0.41
H -2.37 3.11 2.39 0.41
H -4.16 3.71 0.93 0.41
H -3.17 1.31 -1.39 0.14
H 1.96 3.07 0.36 0.69
H 1.28 1.43 0.49 0.25
H 2.25 1.33 -1.61 0.42
H 0.54 1.53 -2.05 0.32
H 0.99 3.83 -2.93 0.31
H 2.36 2.81 -3.37 0.43
H 0.55 3.60 2.89 0.14
H -1.11 4.98 1.98 0.09
C 0.65 -5.98 0.93 -1.53
C 0.13 -4.56 0.81 0.28
C 0.09 -4.05 -0.64 -0.57
O 1.40 -3.72 -1.07 -0.38
C 2.05 -4.74 -1.85 -0.69
N 1.05 -3.65 1.56 -0.17
H 1.72 -6.05 0.72 0.39
H 0.50 -6.35 1.95 0.43
H 0.13 -6.65 0.25 0.37
H -0.86 -4.48 1.27 0.33
H -0.48 -3.11 -0.66 0.25
H -0.42 -4.74 -1.31 0.45
H 1.34 -5.37 -2.38 0.33
H 2.68 -5.35 -1.20 0.27
H 2.69 -4.24 -2.57 0.24
H 1.34 -4.02 2.47 0.39
H 0.64 -2.72 1.70 0.17
H 1.89 -3.50 0.98 0.42

6.
13
Properties=species:S:1:pos:R:3:mulliken_charge:R:1 method="wB97M-V/def2-TZVPD" homo_lumo_gap_ev=9.2 de_lowest_ev=3.943
C -2.27 -0.18 -0.02 -0.82
C 0.17 -0.62 -0.10 -0.07
C 1.27 0.21 -0.10 0.09
H -2.65 0.71 1.04 0.26
H -2.51 -1.13 -0.04 0.36
H -2.62 0.22 -0.94 0.32
H -0.07 -1.69 0.10 0.28
H 3.46 0.52 -0.03 0.23
H 2.95 -0.93 0.38 0.17
N -0.89 0.19 -0.11 0.57
N 2.68 -0.19 -0.08 -0.48
N 0.91 1.39 -0.03 -0.31
N -0.45 1.49 -0.08 -0.58

7.
33
Properties=species:S:1:pos:R:3:mulliken_charge:R:1 method="wB97M-V/def2-TZVPD" total_charge=+1 homo_lumo_gap_ev=9.1
C -1.77 0.28 -2.30 -0.48
P -0.29 -0.72 -2.03 -0.07
O 0.84 0.27 -2.67 -0.50
N -0.19 -0.58 -0.25 0.12
C 0.59 0.60 0.25 -0.66
N 0.10 1.13 1.50 -0.46
C 0.06 -1.76 0.38 0.02
N 0.67 -2.76 -0.18 -0.14
N -0.46 -2.01 1.62 -0.15
C 0.35 -1.76 2.85 -0.49
B 1.92 -1.98 2.76 0.50
O 2.84 -0.95 2.67 -0.56
O 2.39 -3.27 2.87 -0.55
H -1.63 1.25 -1.83 -0.10
H -2.01 0.35 -3.35 0.40
H -2.54 -0.23 -1.74 0.34
H 1.69 -0.18 -2.77 0.35
H 1.66 0.40 0.28 0.31
H 0.46 1.35 -0.51 0.50
H 0.89 1.23 2.13 0.26
H -0.35 2.01 1.36 0.22
H 1.08 -2.71 -1.10 0.21
H 0.75 -3.62 0.35 0.34
H -1.34 -1.52 1.69 0.34
H 0.15 -0.78 3.26 0.29
H 0.00 -2.46 3.59 0.35
H 3.26 -0.93 1.80 0.32
H 2.90 -3.48 2.07 0.30
C -2.44 4.61 -2.56 0.34
Cl -4.15 4.25 -2.38 -0.09
Cl -2.20 6.35 -2.67 -0.08
Cl -1.56 3.99 -1.16 -0.11
Cl -1.82 3.84 -4.02 -0.09

8.
21
Properties=species:S:1:pos:R:3:mulliken_charge:R:1 method="wB97M-V/def2-TZVPD" homo_lumo_gap_ev=9.7 de_lowest_ev=4.587
C -1.95 -0.27 -1.53 -0.41
C -4.29 0.13 -1.81 0.45
C -0.06 -0.28 1.63 -0.64
C 0.88 0.66 0.95 0.13
C 0.51 -0.75 0.56 0.21
C 0.26 1.85 0.16 -0.87
C 0.80 -1.85 -0.40 -1.06
N -2.44 -0.58 -0.37 0.15
N -2.98 0.14 -2.33 0.02
O -5.30 0.46 -2.38 -0.53
S -4.19 -0.51 -0.23 -0.08
H -0.64 -0.37 2.60 0.35
H -1.77 -0.83 0.37 0.20
H 1.82 0.98 1.49 0.30
H 0.84 2.65 0.62 0.42
H -0.83 1.91 0.46 0.15
H 0.30 1.52 -0.99 0.17
H 1.90 -2.08 -0.56 0.35
H 0.32 -1.68 -1.30 0.31
H 0.61 -2.89 0.04 0.26
H -2.82 0.49 -3.18 0.11